The following is a quantum chemistry calculation of 10 unconnected molecules or ions with the total composition H20O10, from the OMol25 dataset.

Cartesian coordinates (Å):
O 4.533 7.524 -26.415
H 4.356 8.448 -26.592
H 4.130 7.361 -25.562
O 3.851 5.601 -18.740
H 4.071 5.855 -17.843
H 4.485 6.069 -19.284
O 1.488 5.205 -21.001
H 1.884 4.721 -20.276
H 0.547 5.062 -20.899
O 3.033 7.205 -24.098
H 2.975 8.009 -23.582
H 2.151 7.079 -24.448
O 5.473 3.784 -24.222
H 4.691 3.969 -23.702
H 5.402 2.855 -24.441
O 3.806 5.604 -22.098
H 3.717 6.096 -22.915
H 2.907 5.486 -21.790
O 1.791 7.815 -20.136
H 1.853 6.928 -20.490
H 2.655 8.196 -20.292
O 6.564 4.794 -21.307
H 7.202 5.235 -21.869
H 5.716 5.119 -21.608
O 1.485 3.887 -24.523
H 1.511 4.831 -24.366
H 0.569 3.647 -24.388
O 3.119 2.521 -22.591
H 2.392 2.331 -21.997
H 2.756 3.141 -23.223

Values from the calculation:
Kohn-Sham gap, eV: 9.67
ΔE to the lowest compared entry with this formula, charge and spin, kcal per mole: 68.9
Structure (SMILES): O.O.O.O.O.O.O.O.O.O
LUMO level, hartree: -0.0198
HOMO, eV: -10.206

Atom charges from the Löwdin analysis, given in e for atoms 1 to 6: atom 1 (O): -0.06, atom 2 (H): 0.02, atom 3 (H): -0.03, atom 4 (O): -0.04, atom 5 (H): 0.04, atom 6 (H): 0.03